ORCA calculation (ωB97M-V/def2-TZVPD) on C6H18F2O10P3Rb as an isolated structure in a non-equilibrium geometry.

Last column: Mulliken charge in e.
Cartesian coordinates (Å):
O -2.638 -0.442 2.572  -0.377
H -2.187 -0.772 4.537  0.310
O 1.761 -0.632 -3.616  -0.379
H 3.234 0.103 -0.117  0.268
H 0.328 0.612 0.455  -0.091
C 1.308 0.139 -4.757  -0.713
H -4.769 -0.032 -0.984  0.250
O 1.399 -1.330 -1.200  -0.550
O 4.022 -0.569 2.179  -0.660
Rb 1.278 -2.334 1.651  0.929
O -1.768 0.624 0.546  -0.288
H -0.790 -0.008 3.786  0.266
C -4.736 -0.191 0.158  -0.665
P -2.245 -0.794 1.067  1.121
H -5.650 -0.698 0.453  0.276
O 1.761 -0.043 3.440  -0.485
P 3.187 0.256 3.078  0.734
F 3.120 1.701 2.480  -0.245
H 4.304 1.134 -1.044  0.339
H -1.195 -1.689 3.397  0.167
O 0.001 0.592 -2.261  -0.305
H 2.202 0.589 -5.282  0.281
F 4.095 0.483 4.347  -0.260
H -4.616 0.812 0.596  0.291
O -1.264 -1.859 0.919  -0.694
C 3.295 1.044 -0.702  -0.583
H 0.694 0.958 -4.562  0.343
H -0.590 2.151 1.017  0.333
O -3.629 -1.138 0.368  -0.371
H 3.030 1.911 -0.130  0.241
C -1.636 -0.733 3.612  -0.526
H -1.122 -0.934 -1.514  0.131
P 1.447 -0.195 -2.110  0.926
C -0.489 1.071 1.015  -0.110
H -1.001 -0.931 -3.298  0.425
O 2.413 0.995 -1.807  -0.369
H 0.965 -0.582 -5.513  0.263
H -0.375 0.877 2.086  0.133
H -2.018 0.222 -2.454  0.229
C -1.123 -0.364 -2.405  -0.585

Results
Largest force on an atom in hartree/bohr: 0.0728
Gap between HOMO and LUMO in eV: 9.682